(1)
{"formula": "C4H4O", "method": "ωB97M-V/def2-TZVPD", "homo_lumo_gap_ha": 0.364, "lumo_ev": -0.2, "total_charge": 0, "elements": ["C", "C", "C", "C", "O", "H", "H", "H", "H"], "xyz": [[-2.4357, -1.2356, 0.4947], [-1.2777, -0.7579, 0.3338], [-0.0414, 0.0580, 0.7647], [-0.1139, -0.4294, -0.6029], [-0.3509, 0.3697, -1.6560], [-0.0916, 1.0780, 1.0095], [0.6793, -0.4641, 1.3831], [0.5373, -1.6208, -1.0710], [-1.0194, 1.0761, -1.6601]], "atomic_forces_ev_per_a": [[-0.31, -0.13, 0.00], [0.96, 0.71, 0.66], [0.71, -2.09, -0.09], [0.81, -3.55, -1.61], [0.48, 0.54, -1.84], [-0.57, 1.26, -0.07], [-0.31, -0.24, 0.23], [-1.93, 4.17, 1.80], [0.17, -0.67, 0.92]]}


(2)
{"formula": "C4H4O", "method": "ωB97M-V/def2-TZVPD", "homo_lumo_gap_ha": [0.326, 0.326], "lumo_ev": [-0.5, -0.5], "total_charge": 0, "elements": ["C", "C", "C", "C", "O", "H", "H", "H", "H"], "xyz": [[-1.7380, -0.0792, -0.0333], [1.3546, 0.8980, 0.3116], [-1.2681, -1.0110, -0.7583], [0.4832, -0.1008, 0.0710], [-2.1469, 0.8549, 0.5609], [2.3439, 0.7055, 0.5038], [0.9441, 1.9058, 0.4842], [-1.0027, -2.0474, -1.0845], [1.0299, -1.1257, -0.0554]], "atomic_forces_ev_per_a": [[-0.41, 1.89, 1.44], [-5.66, 0.98, -0.17], [3.35, -0.40, -0.13], [2.39, -4.40, -1.93], [-0.43, -0.65, -0.42], [2.13, -0.64, 0.41], [0.55, -0.24, -0.29], [-0.66, 1.66, 0.71], [-1.26, 1.79, 0.39]]}


(3)
{"formula": "C4H4O2", "method": "ωB97M-V/def2-TZVPD", "homo_lumo_gap_ha": 0.410, "smiles": "C#CCOC=O", "lumo_ev": 0.8, "total_charge": 0, "elements": ["O", "C", "O", "C", "C", "C", "H", "H", "H", "H"], "xyz": [[-2.4922, -0.5202, 1.4038], [-1.4284, -0.3330, 0.8860], [-1.1792, 0.7809, 0.1637], [0.0762, 0.9811, -0.5003], [1.0667, -0.0815, -0.2862], [1.7831, -1.0197, -0.0535], [-0.5724, -1.0183, 0.9444], [-0.1403, 1.0657, -1.5708], [0.4655, 1.9452, -0.1527], [2.3926, -1.8664, 0.1731]], "atomic_forces_ev_per_a": [[0.46, 0.17, -0.26], [-0.30, -0.10, 0.17], [-0.12, -0.02, 0.05], [0.17, 0.02, -0.10], [0.19, -0.46, 0.20], [-0.23, 0.41, -0.13], [-0.17, 0.04, 0.03], [0.04, 0.00, 0.17], [-0.04, -0.23, -0.06], [0.01, 0.17, -0.09]]}


(4)
{"formula": "C4H4O2", "method": "ωB97M-V/def2-TZVPD", "homo_lumo_gap_ha": 0.350, "lumo_ev": 0.4, "total_charge": 0, "elements": ["O", "C", "C", "O", "C", "C", "H", "H", "H", "H"], "xyz": [[-0.9390, 1.6132, 0.3310], [-0.3492, 0.4991, 0.8726], [-0.4031, -0.6924, -0.0750], [-0.6190, -0.3452, -1.3372], [1.1091, 0.1679, 0.5402], [1.1135, -0.4055, -0.6293], [-1.0388, 1.3991, -0.6208], [-0.5951, 0.3908, 1.9259], [-0.5858, -1.7065, 0.2906], [1.6541, -0.9956, -1.3488]], "atomic_forces_ev_per_a": [[-0.02, -0.03, -0.18], [-0.09, -0.13, 0.22], [-0.56, -0.22, 0.05], [-0.15, 0.00, 0.06], [0.12, -0.01, -0.35], [0.73, -0.01, 0.29], [-0.01, 0.11, 0.10], [0.04, -0.01, -0.16], [0.09, 0.19, -0.07], [-0.16, 0.10, 0.05]]}


(5)
{"formula": "C4H4O2", "method": "ωB97M-V/def2-TZVPD", "homo_lumo_gap_ha": 0.335, "lumo_ev": -0.2, "total_charge": 0, "elements": ["O", "C", "C", "O", "C", "C", "H", "H", "H", "H"], "xyz": [[-1.9852, -0.7551, -0.2498], [-1.3659, 0.4551, -0.5504], [0.0359, 0.5034, -0.9917], [0.5796, -0.7530, -0.7604], [1.6177, -0.3906, -0.0231], [2.4268, -0.0506, 0.7916], [-1.2835, -1.4085, -0.1133], [-1.2759, 1.1232, 0.3433], [-1.9424, 1.0351, -1.2759], [3.1634, 0.2415, 1.4979]], "atomic_forces_ev_per_a": [[0.06, -0.23, 0.02], [-0.03, 0.22, -0.35], [-0.54, 0.18, -0.06], [0.13, 0.53, 0.28], [0.79, -0.40, 0.54], [-0.12, -0.22, -0.27], [-0.19, 0.02, 0.03], [0.03, -0.08, -0.21], [-0.21, -0.02, 0.07], [0.08, 0.00, -0.05]]}


(6)
{"formula": "C4H4O2", "method": "ωB97M-V/def2-TZVPD", "homo_lumo_gap_ha": 0.342, "lumo_ev": -0.1, "total_charge": 0, "elements": ["O", "C", "C", "C", "C", "O", "H", "H", "H", "H"], "xyz": [[-2.0309, -0.2923, 0.9775], [-1.5503, -0.0106, -0.2089], [-0.4846, -0.6830, -0.7577], [0.4885, 0.1662, -0.3544], [1.9374, -0.0038, -0.2189], [2.5385, 0.7412, 0.5265], [-1.5711, -1.0949, 1.2862], [0.2213, 1.1038, 0.1491], [-1.9894, 0.8922, -0.6335], [2.4406, -0.8187, -0.7659]], "atomic_forces_ev_per_a": [[-0.25, -0.28, -0.34], [-0.66, -0.24, -0.06], [0.18, 0.55, 0.38], [0.15, 0.33, 0.25], [0.36, 0.09, 0.11], [0.17, -0.39, -0.38], [-0.03, 0.09, 0.13], [0.40, 0.18, -0.02], [-0.30, -0.27, -0.08], [-0.01, -0.05, 0.00]]}


(7)
{"formula": "C4H4O2", "method": "ωB97M-V/def2-TZVPD", "homo_lumo_gap_ha": 0.406, "smiles": "C#COC(C)=O", "lumo_ev": 0.8, "total_charge": 0, "elements": ["C", "C", "C", "C", "O", "O", "H", "H", "H", "H"], "xyz": [[3.2643, -1.0091, -0.5762], [0.2366, 0.4848, -0.1682], [2.1144, -0.9489, -0.3368], [-1.2850, 0.4398, -0.1020], [0.8406, -0.7196, -0.0515], [0.7530, 1.5315, -0.3392], [4.3380, -1.2911, -0.6211], [-1.7508, -0.4767, -0.4781], [-1.7979, 1.4202, -0.5037], [-1.3862, 0.5171, 1.0724]], "atomic_forces_ev_per_a": [[3.85, -1.20, -0.23], [-2.13, 1.22, -1.37], [-2.70, 1.48, 0.69], [-0.54, 1.16, 2.36], [0.24, -1.60, -0.01], [1.75, 0.59, 0.04], [-1.61, 0.62, -0.16], [0.15, 0.27, 0.23], [1.46, -2.11, 0.58], [-0.48, -0.43, -2.12]]}


(8)
{"formula": "C4H4O2", "method": "ωB97M-V/def2-TZVPD", "homo_lumo_gap_ha": 0.343, "smiles": "Oc1ccco1", "lumo_ev": 0.7, "total_charge": 0, "elements": ["C", "C", "C", "C", "H", "H", "H", "H", "O", "O"], "xyz": [[-0.0072, -0.9134, 0.2846], [0.3757, -0.4962, -0.9105], [-0.1838, 0.9233, -1.0215], [-0.5368, 1.2906, 0.2605], [-0.0082, -1.8941, 2.0308], [0.9635, -1.2369, -1.5116], [0.0545, 1.7128, -1.9078], [-0.7540, 2.2769, 0.5352], [0.5018, -1.9362, 1.1368], [-0.4055, 0.2733, 1.1034]], "atomic_forces_ev_per_a": [[1.61, 1.53, 5.09], [-1.00, 0.33, -1.32], [2.33, 0.82, -1.09], [1.19, -1.56, -3.52], [1.17, 0.02, -2.47], [-0.89, 1.38, -0.07], [-0.92, -2.32, 2.31], [-0.65, 0.86, 1.02], [-2.42, 1.48, 0.42], [-0.41, -2.54, -0.37]]}


(9)
{"formula": "C4H4O2", "method": "ωB97M-V/def2-TZVPD", "homo_lumo_gap_ha": 0.344, "lumo_ev": 0.3, "total_charge": 0, "elements": ["O", "C", "C", "C", "O", "C", "H", "H", "H", "H"], "xyz": [[-0.1843, 2.3903, 0.1796], [-0.1647, 1.1779, 0.1589], [-1.0938, 0.1970, 0.6309], [0.2766, -1.0173, -0.0953], [0.6828, -0.5868, -1.3525], [0.9905, 0.2338, -0.2097], [-0.9157, -0.8655, -0.1368], [-2.1647, 0.0914, 0.4551], [0.5319, -1.9782, 0.3360], [2.0414, 0.3576, 0.0338]], "atomic_forces_ev_per_a": [[0.00, -0.42, -0.04], [0.03, 0.22, 0.10], [-0.11, 0.23, -0.09], [0.22, -0.28, 0.13], [-0.05, 0.00, -0.13], [0.12, 0.11, 0.11], [-0.13, 0.03, 0.05], [0.12, -0.04, -0.01], [-0.02, 0.15, -0.10], [-0.18, 0.00, -0.03]]}


(10)
{"formula": "C4H4O2", "method": "ωB97M-V/def2-TZVPD", "homo_lumo_gap_ha": 0.373, "lumo_ev": 0.2, "total_charge": 0, "elements": ["C", "O", "C", "O", "C", "C", "H", "H", "H", "H"], "xyz": [[0.4846, -1.5511, -0.5891], [-0.5512, -0.9025, 0.1678], [-0.1779, 0.3323, 0.4866], [0.8150, 0.8572, 0.0088], [-1.0886, 1.1385, 1.3445], [-0.9287, 2.2000, 0.7403], [0.0671, -2.4846, -0.9491], [0.8233, -0.9128, -1.4031], [1.3259, -1.7208, 0.0822], [-0.7695, 3.0438, 0.1110]], "atomic_forces_ev_per_a": [[0.08, -0.26, -0.11], [0.05, 0.18, 0.29], [0.72, 0.03, -0.57], [0.64, -0.95, 0.24], [0.23, 0.53, -0.65], [-1.43, 0.43, 0.73], [-0.04, -0.02, 0.04], [-0.13, -0.17, -0.03], [0.04, -0.15, -0.14], [-0.16, 0.38, 0.19]]}


What are the energy above the lowest of the compared OMol25 structures with the same formula, charge and spin values for these records? In order: 131.87, 110.23, 41.46, 115.25, 135.23, 82.27, 54.61, 42.75, 126.28, 83.53 kcal per mole.
What are the M values for these records? In order: 68.1, 68.1, 84.1, 84.1, 84.1, 84.1, 84.1, 84.1, 84.1, 84.1 Da.
What are the total energy values for these records? In order: -6253.6611, -6254.5992, -8305.2793, -8302.0793, -8301.2132, -8303.5098, -8304.7093, -8305.2233, -8301.6010, -8303.4551 eV.